Arrangement w

One molecule with the formula C3H5NS3, computed with ωB97M-V/def2-TZVPD.

The geometry in ORCA input format:
```
! wB97M-V def2-TZVPD RIJCOSX def2/J DEFGRID3
* xyz 0 1
S -0.28 0.94 -3.40
N 0.27 1.25 -1.89
C 0.06 0.43 -0.91
S -0.90 -0.98 -0.48
C -0.79 -0.78 1.22
C 0.62 -0.34 1.65
S 0.98 1.01 0.58
H 0.67 1.48 -4.40
H -1.42 -0.03 1.72
H -0.98 -1.92 1.68
H 1.20 -1.25 1.56
H 0.58 0.19 2.66
*
```

Values from the calculation:
Gap between HOMO and LUMO ... 8.7 eV
HOMO level ... -8.22 eV
SMILES ... SN=C1SCCS1

Arrangement x

One molecule with the formula C3H5NS3, computed with ωB97M-V/def2-TZVPD.

The geometry in ORCA input format:
```
! wB97M-V def2-TZVPD RIJCOSX def2/J DEFGRID3
* xyz 0 1
C 1.19 -1.41 -0.46
N 0.05 -1.82 -0.58
S -1.39 -1.24 0.44
C -1.73 0.40 -0.19
S -0.52 1.83 -0.45
C 0.61 1.13 0.76
S 1.96 0.08 0.13
H 1.99 -2.11 -0.98
H -2.40 0.25 -1.06
H -2.33 0.67 0.60
H 0.05 0.60 1.51
H 1.15 1.93 1.36
*
```

Values from the calculation:
Gap between HOMO and LUMO ... 9.1 eV
HOMO level ... -8.74 eV
SMILES ... C1=NSCSCS1

How do the energies compare? Relative to the most stable structure, in eV: arrangement w 0.000; arrangement x 0.149.

Arrangement w

A 9-piece molecular cluster, FH16O8 overall, computed with ωB97M-V/def2-TZVPD.

The geometry in ORCA input format:
```
! wB97M-V def2-TZVPD RIJCOSX def2/J DEFGRID3
* xyz -1 1
F 0.00 -0.23 0.00
O 0.20 2.96 1.41
H 0.84 2.26 1.29
H -0.29 2.53 0.72
O -0.69 2.10 -1.23
H -1.52 1.72 -1.57
H -0.21 1.33 -0.95
O 1.51 -2.23 -1.02
H 1.09 -3.02 -1.21
H 0.86 -1.65 -0.63
O 0.21 0.07 2.58
H 0.32 -0.12 1.63
H -0.75 -0.06 2.71
O -0.09 -2.51 1.33
H -0.28 -1.73 0.85
H -0.67 -3.13 0.88
O -2.52 -0.30 0.04
H -2.65 0.38 0.72
H -1.60 -0.59 0.00
O -0.05 -0.23 -2.84
H -0.52 -0.44 -2.02
H 0.67 0.38 -2.62
O 2.03 1.20 -0.22
H 1.37 0.45 -0.18
H 2.74 0.87 0.33
*
```

Values from the calculation:
Gap between HOMO and LUMO ... 10.1 eV
HOMO level ... -6.84 eV

Arrangement x

A 9-piece molecular cluster, FH16O8 overall, computed with ωB97M-V/def2-TZVPD.

The geometry in ORCA input format:
```
! wB97M-V def2-TZVPD RIJCOSX def2/J DEFGRID3
* xyz -1 1
F 0.29 0.52 1.14
O -0.60 -1.72 1.95
H -1.30 -1.53 2.55
H -0.22 -0.80 1.75
O 1.68 2.65 0.46
H 0.97 3.22 0.25
H 1.24 1.83 0.83
O -2.97 -1.10 -0.22
H -2.86 -0.90 -1.16
H -2.21 -1.59 0.18
O 2.48 -0.87 0.43
H 1.73 -0.24 0.79
H 2.75 -0.41 -0.37
O -0.57 0.04 -1.57
H -0.29 0.58 -0.81
H -0.24 -0.85 -1.35
O 1.89 1.45 -2.42
H 1.93 1.99 -1.55
H 1.02 1.01 -2.39
O 0.38 -2.48 -0.81
H 1.23 -2.08 -0.47
H -0.15 -2.46 -0.01
O -2.27 1.58 1.07
H -2.63 0.79 0.68
H -1.27 1.37 1.06
*
```

Values from the calculation:
Gap between HOMO and LUMO ... 10.9 eV
HOMO level ... -7.42 eV

How do the energies compare? Relative to the most stable structure, in eV: arrangement w 1.648; arrangement x 0.000.

Arrangement w

A 2-piece molecular cluster, C4H12N3 overall, computed with ωB97M-V/def2-TZVPD.

The geometry in ORCA input format:
```
! wB97M-V def2-TZVPD RIJCOSX def2/J DEFGRID3
* xyz 2 2
N 1.12 1.59 2.44
C 1.26 0.98 1.30
N 2.40 0.93 0.60
H 1.84 2.20 2.85
H 0.27 1.50 2.96
H 0.39 0.47 0.92
H 2.35 0.35 -0.25
H 3.25 1.41 0.86
C -1.81 -0.77 0.54
C -1.10 -0.43 -0.75
C -0.97 -1.31 -1.76
N -0.66 -0.91 -3.09
H -2.26 -1.76 0.44
H -1.18 -0.84 1.44
H -2.54 -0.04 0.68
H -0.88 0.65 -0.94
H -1.31 -2.36 -1.69
H -0.03 -1.60 -3.51
H -0.11 -0.04 -3.04
*
```

Values from the calculation:
Gap between HOMO and LUMO (alpha / beta) ... 11.7 / 8.0 eV
HOMO level (alpha / beta) ... -19.03 / -19.41 eV

Arrangement x

An isolated ion of composition C4H12N3 and charge +2, computed with ωB97M-V/def2-TZVPD.

The geometry in ORCA input format:
```
! wB97M-V def2-TZVPD RIJCOSX def2/J DEFGRID3
* xyz 2 2
C 0.86 0.00 -1.50
C 0.48 -1.01 -0.39
C -0.38 -0.30 0.64
C -1.49 0.36 0.48
N -2.08 1.33 1.40
N 0.47 0.10 1.76
N 1.89 -0.68 -2.34
H -0.06 0.24 -2.03
H 1.18 0.96 -0.99
H 0.09 -1.96 -0.78
H 1.40 -1.49 0.12
H -1.96 0.26 -0.57
H -1.96 2.33 1.31
H -3.04 1.10 1.60
H -0.09 0.76 2.32
H 0.81 -0.72 2.37
H 1.07 0.75 1.19
H 2.20 -0.12 -3.14
H 1.56 -1.65 -2.52
*
```

Values from the calculation:
Gap between HOMO and LUMO (alpha / beta) ... 10.4 / 4.8 eV
HOMO level (alpha / beta) ... -17.59 / -17.59 eV

How do the energies compare? Relative to the most stable structure, in eV: arrangement w 0.000; arrangement x 2.713.

Arrangement w

A 2-piece molecular cluster, C6H11P overall, computed with ωB97M-V/def2-TZVPD.

The geometry in ORCA input format:
```
! wB97M-V def2-TZVPD RIJCOSX def2/J DEFGRID3
* xyz 0 3
C -2.19 2.77 0.23
C -1.47 1.91 -0.20
C -1.00 -2.85 -0.39
C 1.66 1.87 -0.19
C -0.63 -1.57 0.40
C 1.49 0.43 0.15
P 0.14 -0.39 -0.90
H -2.31 3.64 0.81
H -0.17 -3.06 -1.16
H -1.26 -3.75 0.21
H -1.92 -2.56 -0.86
H 2.43 2.54 0.34
H 2.06 2.01 -1.27
H 0.62 2.24 -0.11
H 0.14 -2.03 1.05
H -1.55 -1.17 0.85
H 1.57 0.29 1.20
H 2.37 -0.33 -0.15
*
```

Values from the calculation:
Gap between HOMO and LUMO (alpha / beta) ... 8.7 / 6.3 eV
HOMO level (alpha / beta) ... -7.48 / -9.56 eV

Arrangement x

One molecule with the formula C6H11P, computed with ωB97M-V/def2-TZVPD.

The geometry in ORCA input format:
```
! wB97M-V def2-TZVPD RIJCOSX def2/J DEFGRID3
* xyz 0 3
C 2.15 -1.32 -0.30
C 0.82 -0.94 -0.99
C 1.37 -0.21 0.20
C 1.80 1.12 0.66
C -3.01 0.00 -0.11
C -1.50 0.29 0.00
P -0.47 -1.17 0.36
H 2.21 -2.23 0.33
H 3.08 -1.06 -0.78
H 0.57 -0.49 -2.00
H 1.63 1.18 1.82
H 1.16 1.87 0.21
H 2.91 1.40 0.44
H -3.18 -0.59 -1.07
H -3.23 -0.64 0.76
H -3.67 0.97 0.17
H -1.43 0.76 0.97
H -1.21 1.06 -0.67
*
```

Values from the calculation:
Gap between HOMO and LUMO (alpha / beta) ... 5.7 / 7.5 eV
HOMO level (alpha / beta) ... -4.67 / -9.24 eV

How do the energies compare? Relative to the most stable structure, in eV: arrangement w 1.685; arrangement x 0.000.

Arrangement w

A 2-piece molecular cluster, C3H8O3S2 overall, computed with ωB97M-V/def2-TZVPD.

The geometry in ORCA input format:
```
! wB97M-V def2-TZVPD RIJCOSX def2/J DEFGRID3
* xyz 0 1
O -2.10 0.94 0.56
C -1.16 1.65 0.42
O -1.33 2.94 0.73
C 0.21 1.32 0.05
C 0.25 0.38 -1.15
S 1.78 -0.57 -1.01
S 1.31 -2.55 -0.70
H -2.31 3.11 0.84
H 0.79 2.16 -0.04
H 0.69 0.94 0.99
H 0.29 0.82 -2.09
H -0.60 -0.28 -1.18
H 0.11 -2.84 -1.22
O -1.62 -0.62 2.44
H -2.16 -0.64 1.67
H -1.54 0.41 2.62
*
```

Values from the calculation:
Gap between HOMO and LUMO ... 8.7 eV
HOMO level ... -8.28 eV
SMILES ... O=C(O)CCSS.O

Arrangement x

A 2-piece molecular cluster, C3H8O3S2 overall, computed with ωB97M-V/def2-TZVPD.

The geometry in ORCA input format:
```
! wB97M-V def2-TZVPD RIJCOSX def2/J DEFGRID3
* xyz 0 1
C 0.47 0.31 1.51
C 1.54 0.90 2.04
C -0.80 -1.86 -1.58
O 0.39 -1.05 1.12
O 1.59 2.22 2.37
O -1.31 -2.31 -0.45
S -1.14 1.85 -2.41
S -0.06 -0.35 -1.94
H -0.42 0.89 1.55
H 2.34 0.29 2.44
H -0.95 -2.35 -2.48
H 0.78 -1.56 1.87
H 0.94 2.80 1.97
H -1.20 -1.68 0.32
H -1.10 1.73 -3.70
H 0.09 0.18 -0.72
*
```

Values from the calculation:
Gap between HOMO and LUMO (alpha / beta) ... 7.1 / 7.1 eV
HOMO level (alpha / beta) ... -6.93 / -6.93 eV

How do the energies compare? Relative to the most stable structure, in eV: arrangement w 0.000; arrangement x 3.610.

Arrangement w

An isolated ion of composition C5H11N2O and charge -1, computed with ωB97M-V/def2-TZVPD.

The geometry in ORCA input format:
```
! wB97M-V def2-TZVPD RIJCOSX def2/J DEFGRID3
* xyz -1 1
C -0.18 -3.11 -0.88
N 0.84 -2.57 -0.40
C 1.06 -1.16 -0.36
C -0.07 -0.31 0.28
C 0.04 1.17 -0.06
N 1.18 1.72 0.62
C -1.31 1.91 0.42
O -1.16 2.78 1.43
H -0.20 -4.20 -0.87
H -1.05 -2.62 -1.34
H 1.98 -0.90 0.18
H 1.29 -0.77 -1.36
H -1.03 -0.76 -0.01
H -0.03 -0.43 1.37
H 0.15 1.25 -1.15
H 0.95 1.80 1.61
H 1.30 2.70 0.37
H -1.69 2.40 -0.52
H -2.07 1.12 0.66
*
```

Values from the calculation:
Gap between HOMO and LUMO ... 5.9 eV
HOMO level ... -2.37 eV
SMILES ... C=NCC[C@H](N)C[O-]

Arrangement x

A 2-piece molecular cluster, C5H11N2O overall, computed with ωB97M-V/def2-TZVPD.

The geometry in ORCA input format:
```
! wB97M-V def2-TZVPD RIJCOSX def2/J DEFGRID3
* xyz -1 1
C -0.92 -0.70 1.79
C -1.73 -0.52 0.74
C -0.52 1.28 2.80
N -0.96 0.10 2.95
H -0.23 -1.53 1.87
H -2.60 0.12 0.87
H -1.51 -0.98 -0.21
H -0.55 1.93 3.67
H -0.11 1.63 1.85
C 1.34 0.25 -1.15
O 2.63 0.56 -1.24
C 0.80 -0.48 -2.41
N -0.68 -0.58 -2.46
H 1.08 -0.43 -0.29
H 0.63 1.13 -0.99
H 1.22 0.07 -3.26
H 1.22 -1.48 -2.43
H -1.07 0.36 -2.49
H -0.98 -1.01 -3.33
*
```

Values from the calculation:
Gap between HOMO and LUMO ... 6.1 eV
HOMO level ... -2.27 eV

Arrangement y

An isolated ion of composition C5H11N2O and charge -1, computed with ωB97M-V/def2-TZVPD.

The geometry in ORCA input format:
```
! wB97M-V def2-TZVPD RIJCOSX def2/J DEFGRID3
* xyz -1 1
H -1.45 -2.75 -0.81
N -0.89 -1.86 -1.05
C 0.40 -2.11 -0.70
N 1.30 -1.06 -0.75
C 1.09 0.15 -1.50
C 0.06 0.89 -0.61
C 0.39 0.66 0.97
C -0.68 1.42 1.69
O -1.80 0.61 1.70
H 0.75 -3.14 -0.31
H 2.11 0.58 -1.56
H 0.96 0.02 -2.61
H -0.88 0.53 -0.67
H 0.15 1.97 -0.87
H 0.30 -0.55 1.09
H 1.40 0.66 1.30
H -1.03 2.31 0.93
H -0.50 1.76 2.73
H -1.68 -0.10 1.03
*
```

Values from the calculation:
Gap between HOMO and LUMO ... 6.5 eV
HOMO level ... -2.46 eV
SMILES ... [H]/N=C/[N-]CCCCO

Arrangement z

An isolated ion of composition C5H11N2O and charge -1, computed with ωB97M-V/def2-TZVPD.

The geometry in ORCA input format:
```
! wB97M-V def2-TZVPD RIJCOSX def2/J DEFGRID3
* xyz -1 1
C 1.59 2.21 -1.58
N 0.32 2.14 -1.56
C -0.49 1.39 -0.60
C -0.10 -0.08 -0.60
C -0.71 -0.57 0.73
N 0.00 -0.30 1.96
C -0.62 -2.33 0.58
O -0.56 -2.86 1.77
H 2.06 2.66 -2.44
H 2.42 1.96 -0.89
H -0.53 1.79 0.32
H -1.59 1.44 -0.93
H -0.58 -0.64 -1.46
H 1.04 -0.22 -0.64
H -1.77 -0.11 0.78
H 0.99 -0.51 1.83
H -0.35 -0.89 2.71
H -1.47 -2.77 -0.07
H 0.37 -2.29 0.09
*
```

Values from the calculation:
Gap between HOMO and LUMO ... 5.9 eV
HOMO level ... -2.22 eV
SMILES ... C=NCC[C@H](N)C[O-]

How do the energies compare? Relative to the most stable structure, in eV: arrangement w 0.000; arrangement x 0.912; arrangement y 1.089; arrangement z 1.183.